Record 1
Below is a molecular structure, C44H52As2IN8O3S2Tl, with properties calculated with ωB97M-V with the def2-TZVPD basis set.

```
! wB97M-V def2-TZVPD RIJCOSX def2/J DEFGRID3
* xyz -2 1
Tl -0.070 -0.028 0.508
C -1.408 -6.971 2.732
C -1.338 -5.480 2.565
C -1.160 -4.632 3.599
C -1.115 -3.206 3.443
C -1.153 -2.428 4.553
N -1.328 -1.068 4.533
C -0.562 -0.233 5.419
C -1.130 1.181 5.430
C -0.732 1.990 4.195
N -1.313 3.334 4.265
C -2.600 3.641 4.020
C -3.445 3.205 3.026
C -4.842 3.533 3.183
C -5.744 3.284 2.217
C -7.207 3.595 2.357
C -5.261 2.766 0.963
C -3.966 2.495 0.689
C -3.625 2.294 -0.764
N -2.364 1.656 -1.255
C -2.643 0.792 -2.398
C -3.126 -0.601 -1.978
C -2.062 -1.708 -2.155
N -1.480 -2.045 -0.880
C -1.712 -3.175 -0.371
C -1.379 -3.593 0.987
C -1.541 -4.908 1.254
C -0.956 -2.579 2.048
O -1.576 -1.376 1.914
C -2.948 2.654 1.747
O -1.757 2.441 1.554
H -1.363 -7.248 3.787
H -0.580 -7.474 2.220
H -2.334 -7.378 2.313
H -1.105 -5.028 4.613
H -1.091 -2.890 5.541
H -1.422 -0.778 3.540
H 0.501 -0.200 5.125
H -0.596 -0.657 6.430
H -0.804 1.717 6.330
H -2.221 1.114 5.469
H -1.041 1.525 3.264
H 0.354 2.100 4.158
H -0.870 3.925 4.950
H -3.012 4.380 4.707
H -5.158 3.976 4.124
H -7.433 3.980 3.352
H -7.819 2.704 2.193
H -7.521 4.341 1.622
H -5.986 2.653 0.161
H -4.506 1.890 -1.272
H -1.707 0.707 -2.958
H -3.367 1.285 -3.073
H -4.027 -0.873 -2.534
H -3.413 -0.567 -0.923
H -1.263 -1.328 -2.792
H -2.483 -2.599 -2.653
H -2.246 -3.937 -0.969
H -1.828 -5.575 0.442
C 4.987 -1.274 1.166
As 3.506 -0.818 -0.059
C 3.310 -2.704 -0.637
C 4.659 -0.111 -1.508
C 5.624 -0.900 -2.128
C 6.408 -0.411 -3.162
C 6.231 0.894 -3.593
C 5.285 1.699 -2.976
C 4.500 1.221 -1.929
As 3.100 2.373 -1.133
C 3.740 4.111 -1.798
C 3.930 2.608 0.646
H 5.758 -1.858 0.661
H 4.569 -1.846 1.995
H 5.430 -0.355 1.552
H 4.208 -3.078 -1.135
H 1.219 -2.701 -0.800
H 3.196 -3.223 0.318
H 5.773 -1.925 -1.805
H 7.144 -1.051 -3.635
H 6.817 1.284 -4.416
H 5.136 2.706 -3.344
H 3.486 4.211 -2.851
H 4.815 4.237 -1.653
H 3.213 4.880 -1.232
H 5.003 2.786 0.562
H 3.746 1.732 1.265
H 3.454 3.467 1.124
S 0.945 -2.429 1.784
C 2.041 -3.029 -1.458
C 1.973 -4.508 -1.611
C 2.165 -5.119 -2.785
C 2.430 -4.325 -3.971
C 2.378 -2.980 -3.959
C 2.007 -2.264 -2.752
S 1.582 -0.692 -2.773
H 1.799 -5.066 -0.697
H 2.141 -6.198 -2.868
H 2.659 -4.838 -4.899
H 2.550 -2.395 -4.854
N 0.246 2.973 -3.816
C 1.219 2.357 -4.508
O 2.391 2.370 -4.198
C 0.730 1.582 -5.715
I 1.856 2.050 -7.461
H 0.455 3.263 -2.870
H -0.726 2.792 -3.982
H -0.313 1.762 -5.951
H 0.908 0.527 -5.517
N -2.370 6.621 -2.558
C -2.879 5.717 -2.028
N -3.561 4.768 -1.419
C -3.049 3.542 -1.398
N -1.943 2.968 -1.800
*
```

The calculation puts the HOMO-LUMO gap at 4.85 eV. As for the molar mass: 1286.22 g/mol. The calculation puts the max |F| at 0.011 Eh/bohr. For the HOMO energy, the calculation gives -1.49 eV. The calculation puts the relative energy (zero: lowest compared OMol25 entry of this formula, charge and spin) at 63.4 kcal per mole.

Atomic partial charges in e from the Löwdin method, atoms 1 to 5: atom 1 (Tl): 0.586, atom 2 (C): -0.086, atom 3 (C): -0.296, atom 4 (C): -0.037, atom 5 (C): -0.227



Record 2
Below is a molecular structure, C44H52BiN2P2Si3Te in a non-equilibrium geometry, with properties calculated with ωB97M-V with the def2-TZVPD basis set.

```
! wB97M-V def2-TZVPD RIJCOSX def2/J DEFGRID3
* xyz 1 1
Bi 0.005 -0.022 1.542
C 1.035 3.795 4.599
Si 0.968 2.077 3.870
C 0.770 0.821 5.250
C 2.651 1.747 3.121
C -0.479 1.943 2.614
Si -0.642 3.484 1.505
C 0.992 4.179 0.932
C -1.581 4.805 2.427
C -1.610 2.988 -0.004
Si -2.093 1.593 3.493
C -2.406 2.592 5.029
C -3.631 1.614 2.440
C -2.001 -0.260 3.967
C -2.703 -0.848 5.013
C -2.684 -2.223 5.182
C -1.951 -3.006 4.302
C -1.253 -2.384 3.291
N -1.293 -1.052 3.133
H 1.755 3.802 5.424
H 0.079 4.138 4.997
H 1.375 4.527 3.861
H 1.700 0.790 5.823
H 0.584 -0.193 4.886
H -0.033 1.075 5.947
H 3.359 1.604 3.942
H 3.007 2.591 2.529
H 2.721 0.862 2.483
H 1.820 3.931 1.596
H 0.931 5.270 0.883
H 1.242 3.819 -0.068
H -1.099 5.060 3.373
H -2.614 4.516 2.643
H -1.615 5.715 1.820
H -0.958 2.556 -0.772
H -2.123 3.838 -0.464
H -2.357 2.245 0.266
H -2.831 3.562 4.759
H -1.501 2.777 5.607
H -3.125 2.096 5.687
H -3.800 2.578 1.954
H -4.491 1.416 3.087
H -3.613 0.842 1.664
H -3.257 -0.219 5.698
H -3.228 -2.683 5.997
H -1.915 -4.083 4.393
H -0.643 -2.942 2.591
Te 0.613 0.994 -3.215
C 0.899 -0.083 -5.005
C 0.482 -1.395 -5.154
C 0.746 -2.043 -6.352
N 1.381 -1.476 -7.378
C 1.770 -0.211 -7.223
C 1.556 0.527 -6.066
C 0.507 -0.692 -1.946
P 1.945 -1.449 -1.108
C 2.679 -2.443 -2.466
C 2.645 -3.832 -2.367
C 3.144 -4.627 -3.394
C 3.680 -4.035 -4.527
C 3.724 -2.648 -4.632
C 3.234 -1.858 -3.605
C 3.241 -0.165 -0.886
C 2.933 1.155 -0.569
C 3.932 2.108 -0.410
C 5.263 1.742 -0.523
C 5.590 0.416 -0.777
C 4.590 -0.526 -0.958
P -0.922 -0.715 -0.972
C -1.338 -2.423 -0.458
C -2.403 -2.603 0.422
C -2.856 -3.878 0.730
C -2.235 -4.984 0.166
C -1.172 -4.811 -0.713
C -0.733 -3.535 -1.037
C -2.374 -0.378 -2.031
C -3.303 0.639 -1.866
C -4.307 0.828 -2.808
C -4.390 0.000 -3.914
C -3.482 -1.042 -4.066
C -2.485 -1.237 -3.127
H -0.012 -1.917 -4.345
H 0.439 -3.074 -6.492
H 2.292 0.234 -8.064
H 1.913 1.548 -6.000
H 2.236 -4.293 -1.474
H 3.120 -5.706 -3.305
H 4.077 -4.650 -5.325
H 4.136 -2.184 -5.520
H 3.285 -0.778 -3.687
H 1.893 1.458 -0.455
H 3.671 3.140 -0.216
H 6.042 2.486 -0.415
H 6.628 0.115 -0.840
H 4.858 -1.554 -1.172
H -2.900 -1.735 0.850
H -3.698 -4.007 1.399
H -2.589 -5.980 0.399
H -0.693 -5.672 -1.161
H 0.070 -3.400 -1.752
H -3.261 1.294 -1.014
H -5.020 1.631 -2.673
H -5.163 0.157 -4.655
H -3.549 -1.707 -4.917
H -1.792 -2.060 -3.243
*
```

The calculation puts the HOMO-LUMO gap at 6.04 eV. As for the molar mass: 1091.70 g/mol. The calculation puts the max |F| at 0.023 Eh/bohr. For the HOMO energy, the calculation gives -9.47 eV.

Atomic partial charges in e from the Löwdin method, atoms 1 to 5: atom 1 (Bi): 1.562, atom 2 (C): -0.163, atom 3 (Si): 0.343, atom 4 (C): -0.170, atom 5 (C): -0.187



Record 3
Below is a molecular structure, C44H52Br3F3IN15O2 in a non-equilibrium geometry, with properties calculated with ωB97M-V with the def2-TZVPD basis set.

```
! wB97M-V def2-TZVPD RIJCOSX def2/J DEFGRID3
* xyz 0 1
O 2.453 -3.900 0.096
C 1.693 -2.937 -0.471
C 0.057 -3.121 -0.767
I -1.066 -4.277 0.726
C -0.621 -2.524 -1.986
C -2.225 -2.631 -2.307
C -2.893 -1.292 -2.977
C -3.903 -0.456 -1.968
F -5.253 -1.068 -1.839
Br -3.041 -0.119 -0.150
C -4.092 1.051 -2.634
F -5.300 1.760 -2.151
F -4.071 1.060 -4.116
Br -2.506 2.146 -1.987
C 0.366 -1.708 -3.061
O 0.147 -1.737 -4.378
C 1.591 -0.836 -2.331
C 1.990 0.609 -3.008
C 3.216 1.450 -2.242
C 3.977 0.791 -0.912
Br 5.456 1.837 -0.059
C 3.548 -0.678 -0.254
C 2.317 -1.475 -0.988
H -2.382 -3.525 -3.083
H -2.858 -2.879 -1.338
H -3.552 -1.651 -3.905
H -2.131 -0.513 -3.403
H 1.441 1.023 -3.983
H 3.500 2.500 -2.686
H 4.064 -1.148 0.695
C 9.710 1.346 1.247
C 9.109 2.726 1.458
N 8.610 3.871 1.633
H 10.773 1.435 1.006
H 9.600 0.749 2.156
H 9.199 0.839 0.423
C -2.106 4.657 -4.970
C -0.655 4.287 -4.711
N 0.549 3.980 -4.496
H -2.260 4.838 -6.037
H -2.762 3.842 -4.650
H -2.365 5.562 -4.414
C 0.730 -2.921 -7.011
C 1.791 -3.313 -8.026
N 2.672 -3.637 -8.868
H 0.241 -1.994 -7.322
H -0.022 -3.712 -6.935
H 1.189 -2.771 -6.030
C -4.970 -2.171 3.676
C -3.909 -2.563 2.661
N -3.028 -2.887 1.819
H -5.459 -1.244 3.366
H -5.722 -2.962 3.753
H -4.511 -2.021 4.657
C 1.491 7.894 -5.314
C 0.020 7.728 -5.657
N -1.201 7.591 -5.941
H 2.039 6.984 -5.573
H 1.912 8.734 -5.874
H 1.605 8.087 -4.244
C -4.893 1.389 5.919
C -6.124 0.522 5.710
N -7.145 -0.198 5.536
H -4.850 2.166 5.152
H -4.934 1.862 6.904
H -3.990 0.775 5.856
C -1.108 5.525 -0.059
C -0.066 4.986 0.908
N 0.798 4.539 1.710
H -0.615 6.021 -0.899
H -1.722 4.704 -0.440
H -1.753 6.245 0.452
C -0.544 -6.235 -4.495
C -1.978 -6.173 -3.997
N -3.169 -6.122 -3.583
H -0.077 -5.250 -4.409
H 0.027 -6.953 -3.900
H -0.526 -6.547 -5.543
C 3.074 -3.359 3.878
C 4.167 -2.612 3.131
N 5.073 -1.992 2.511
H 3.411 -3.598 4.890
H 2.175 -2.740 3.939
H 2.832 -4.288 3.354
C 7.455 -3.492 -0.580
C 8.030 -2.117 -0.282
N 8.508 -0.977 -0.035
H 7.036 -3.926 0.332
H 6.664 -3.411 -1.331
H 8.240 -4.151 -0.959
C 0.585 3.770 5.437
C -0.646 2.903 5.228
N -1.667 2.184 5.054
H 0.628 4.548 4.670
H 0.544 4.244 6.422
H 1.488 3.157 5.374
C -9.193 -1.036 8.329
C -9.053 -0.326 9.666
N -8.937 0.263 10.775
H -10.170 -1.524 8.266
H -9.103 -0.315 7.513
H -8.410 -1.792 8.225
C -6.274 6.375 -5.435
C -5.115 6.154 -4.477
N -4.154 5.971 -3.682
H -7.220 6.355 -4.887
H -6.170 7.344 -5.929
H -6.286 5.587 -6.194
C 11.660 -2.633 1.923
C 10.429 -3.500 1.713
N 9.408 -4.219 1.539
H 11.703 -1.855 1.155
H 11.619 -2.160 2.908
H 12.563 -3.246 1.859
C -4.318 -5.370 6.906
C -3.607 -4.094 6.488
N -3.016 -3.035 6.141
H -5.384 -5.296 6.674
H -3.896 -6.225 6.370
H -4.198 -5.529 7.981
*
```

The calculation puts the HOMO-LUMO gap at 6.67 eV. As for the molar mass: 1246.61 g/mol. The calculation puts the max |F| at 0.229 Eh/bohr. For the HOMO energy, the calculation gives -8.35 eV. The calculation puts the relative energy (zero: lowest compared OMol25 entry of this formula, charge and spin) at 595.4 kcal per mole.

Atomic partial charges in e from the Löwdin method, atoms 1 to 5: atom 1 (O): -0.078, atom 2 (C): -0.238, atom 3 (C): -0.479, atom 4 (I): 0.941, atom 5 (C): -0.134



Record 4
Below is a molecular structure, C44H52Cl2IrN7O3S in a non-equilibrium geometry, with properties calculated with ωB97M-V with the def2-TZVPD basis set.

```
! wB97M-V def2-TZVPD RIJCOSX def2/J DEFGRID3
* xyz 2 5
Ir -0.213 -0.088 -0.284
C -2.321 -1.919 1.148
N -1.319 -2.704 1.823
C -1.629 -4.115 1.914
C -0.110 -2.219 2.150
N 0.307 -1.056 1.649
C 1.281 -0.302 2.291
C 1.455 -0.273 3.678
C 2.473 0.465 4.247
C 3.335 1.212 3.449
C 3.149 1.249 2.085
C 2.122 0.509 1.484
N 1.850 0.582 0.135
C 2.802 0.724 -0.788
N 4.016 0.129 -0.664
C 4.194 -1.056 0.142
C 5.236 0.738 -1.161
N 2.547 1.432 -1.903
C 1.451 2.379 -1.941
C 3.095 1.052 -3.188
N 0.671 -2.996 2.954
C 0.165 -3.618 4.162
C 2.101 -3.084 2.782
H -3.297 -2.124 1.590
H -2.364 -2.190 0.088
H -2.115 -0.854 1.250
H -2.164 -4.412 1.012
H -2.265 -4.338 2.774
H -0.713 -4.698 1.972
H 0.774 -0.814 4.316
H 2.596 0.481 5.318
H 4.132 1.786 3.898
H 3.781 1.870 1.468
H 3.250 -1.597 0.194
H 4.538 -0.830 1.157
H 4.933 -1.698 -0.340
H 5.045 1.766 -1.461
H 5.649 0.181 -2.005
H 5.980 0.738 -0.360
H 1.413 2.950 -1.014
H 0.484 1.884 -2.082
H 1.620 3.061 -2.774
H 3.787 1.802 -3.574
H 2.277 0.943 -3.902
H 3.610 0.098 -3.113
H -0.830 -3.249 4.392
H 0.825 -3.360 4.992
H 0.141 -4.706 4.089
H 2.370 -2.749 1.785
H 2.398 -4.129 2.886
H 2.653 -2.495 3.519
Cl -1.678 -4.570 -1.636
C -0.438 -5.448 -2.450
C -0.124 -6.747 -2.088
C 0.846 -7.428 -2.807
C 1.498 -6.824 -3.869
C 1.177 -5.523 -4.224
Cl 1.960 -4.743 -5.548
C 0.208 -4.814 -3.511
N -0.096 -3.486 -3.849
C -1.025 -3.132 -4.767
C -1.782 -4.097 -5.457
C -2.756 -3.714 -6.346
C -3.010 -2.363 -6.568
C -2.246 -1.401 -5.925
C -1.239 -1.758 -5.048
C -0.315 -0.721 -4.482
C -0.440 -0.555 -2.976
O -1.105 0.377 -2.496
O 0.191 -1.351 -2.216
H -0.637 -7.227 -1.270
H 1.088 -8.443 -2.536
H 2.249 -7.362 -4.424
H 0.233 -2.764 -3.197
H -1.593 -5.141 -5.266
H -3.336 -4.462 -6.861
H -3.787 -2.063 -7.252
H -2.423 -0.357 -6.129
H -0.527 0.242 -4.946
H 0.720 -1.008 -4.686
O -1.683 1.640 0.094
S -2.701 2.098 -0.918
C -3.130 3.837 -0.429
C -1.880 4.587 -0.135
C -1.573 4.964 1.166
C -0.406 5.657 1.432
C 0.467 5.968 0.403
C 0.169 5.589 -0.896
C -0.998 4.898 -1.165
C -4.285 1.301 -0.381
C -4.702 1.617 1.020
C -5.967 2.147 1.258
C -6.382 2.433 2.548
C -5.524 2.222 3.614
C -4.259 1.707 3.386
C -3.853 1.395 2.101
H -3.803 3.813 0.424
H -3.642 4.244 -1.301
H -2.256 4.724 1.967
H -0.186 5.968 2.441
H 1.381 6.502 0.616
H 0.838 5.851 -1.701
H -1.236 4.602 -2.176
H -4.116 0.233 -0.527
H -5.034 1.639 -1.096
H -6.637 2.326 0.430
H -7.376 2.819 2.715
H -5.840 2.462 4.617
H -3.584 1.545 4.213
H -2.858 1.012 1.939
*
```

The calculation puts the HOMO-LUMO gap (spin up / spin down) at 7.69 / 4.00 eV. As for the molar mass: 1022.14 g/mol. The calculation puts the max |F| at 0.032 Eh/bohr. For the HOMO energy (spin up / spin down), the calculation gives -11.82 / -11.95 eV. The calculation puts the relative energy (zero: lowest compared OMol25 entry of this formula, charge and spin) at 15.5 kcal per mole.

Atomic partial charges in e from the Löwdin method, atoms 1 to 5: atom 1 (Ir): 1.328, atom 2 (C): -0.067, atom 3 (N): -0.116, atom 4 (C): -0.048, atom 5 (C): -0.341